# 1
# C4H6N2O

A single C4H6N2O molecule in a non-equilibrium geometry (the ωB97M-V functional and the def2-TZVPD basis, the Open Molecules 2025 dataset).

DFT total energy ... -9270.726 eV
Energy above the lowest of the compared OMol25 structures with the same formula, charge and spin ... 267.8 kJ/mol
SMILES ... [H]/N=C(\O)N=C1CC1
Lowest unoccupied orbital energy ... 0.557 eV

Positions of all 13 atoms, in Å:
O: 2.50 -1.36 -0.71
N: 0.28 -0.94 -0.46
N: 1.88 0.81 -0.22
C: -0.99 1.01 0.60
C: 1.59 -0.40 -0.44
C: -0.64 -0.20 -0.03
C: -2.07 -0.12 0.26
H: -2.47 -0.70 1.08
H: 2.00 -2.17 -0.87
H: -0.76 1.28 1.63
H: -2.75 0.00 -0.60
H: 2.89 0.94 -0.29
H: -1.45 1.83 0.05

***

# 2
# C4H6N2O

A molecular structure, C4H6N2O in a non-equilibrium geometry (the ωB97M-V functional and the def2-TZVPD basis, the Open Molecules 2025 dataset).

DFT total energy ... -9264.201 eV
Energy above the lowest of the compared OMol25 structures with the same formula, charge and spin ... 897.4 kJ/mol
Lowest unoccupied orbital energy (alpha / beta) ... -0.805 / -0.872 eV

Positions of all 13 atoms, in Å:
O: 1.60 2.46 0.70
N: -0.83 1.12 -0.38
N: 1.49 -0.13 -0.23
C: 0.44 -1.12 -0.20
C: -1.78 0.32 0.43
C: -0.75 -0.26 -0.40
C: 1.03 1.44 0.72
H: 0.45 -1.69 0.72
H: 0.65 -1.89 -0.96
H: 2.40 -0.53 -0.05
H: -1.65 0.32 1.52
H: -2.79 0.25 0.08
H: -0.23 -0.23 -1.99

***

# 3
# C4H6N2O

A single C4H6N2O molecule (the ωB97M-V functional and the def2-TZVPD basis, the Open Molecules 2025 dataset).

DFT total energy ... -9272.796 eV
Energy above the lowest of the compared OMol25 structures with the same formula, charge and spin ... 68.1 kJ/mol
SMILES ... Cc1ncc(O)[nH]1
Lowest unoccupied orbital energy ... 0.717 eV

Positions of all 13 atoms, in Å:
O: -2.57 0.29 0.90
N: -0.21 0.35 0.76
N: 0.16 -0.22 -1.35
C: 0.72 0.02 -0.19
C: 2.16 -0.21 0.14
C: -1.20 -0.04 -1.15
C: -1.44 0.26 0.15
H: -1.93 -0.19 -1.94
H: 2.26 -0.63 1.14
H: 2.54 -0.94 -0.58
H: -3.24 -0.16 0.37
H: 2.77 0.70 0.08
H: -0.03 0.75 1.67

***

# 4
# C4H6N2O

A single C4H6N2O molecule in a non-equilibrium geometry (the ωB97M-V functional and the def2-TZVPD basis, the Open Molecules 2025 dataset).

DFT total energy ... -9271.889 eV
Energy above the lowest of the compared OMol25 structures with the same formula, charge and spin ... 155.6 kJ/mol
SMILES ... NC1=N[C@@H](O)C=C1
Lowest unoccupied orbital energy ... 0.761 eV

Positions of all 13 atoms, in Å:
O: -0.82 -0.53 2.44
N: -0.44 0.88 0.45
N: 0.30 1.57 -1.65
C: 0.45 -0.82 -0.85
C: 0.25 -1.38 0.35
C: 0.06 0.59 -0.70
C: -0.10 -0.26 1.28
H: 0.82 -1.28 -1.76
H: 0.24 1.28 -2.61
H: -1.75 -0.33 2.29
H: 0.82 0.27 1.57
H: -0.22 2.41 -1.45
H: 0.39 -2.42 0.64

***

# 5
# C4H6N2O2

A single C4H6N2O2 molecule in a non-equilibrium geometry (the ωB97M-V functional and the def2-TZVPD basis, the Open Molecules 2025 dataset).

DFT total energy ... -11315.323 eV
Energy above the lowest of the compared OMol25 structures with the same formula, charge and spin ... 551.7 kJ/mol
SMILES ... NC(=O)/C=C\C=N/O
Lowest unoccupied orbital energy ... 0.081 eV

Positions of all 14 atoms, in Å:
O: 0.90 1.76 0.71
O: -2.56 -0.77 -1.49
N: -1.37 0.82 -0.35
N: 1.02 0.66 1.70
C: -0.17 -1.08 -1.07
C: -1.57 -0.31 -0.94
C: 0.95 -0.97 -0.19
C: 0.90 -0.54 1.17
H: 1.97 -1.36 -0.66
H: -1.96 1.73 -0.35
H: -0.37 -1.86 -1.89
H: 0.91 -1.33 1.84
H: -0.34 0.92 0.18
H: 1.69 2.32 1.34

***

# 6
# C4H6N2O2

A single C4H6N2O2 molecule in a non-equilibrium geometry (the ωB97M-V functional and the def2-TZVPD basis, the Open Molecules 2025 dataset).

DFT total energy ... -11314.182 eV
Energy above the lowest of the compared OMol25 structures with the same formula, charge and spin ... 661.9 kJ/mol
SMILES ... NC(N)=C(C=O)C=O
Lowest unoccupied orbital energy ... -0.624 eV

Positions of all 14 atoms, in Å:
O: 2.49 -1.47 -0.14
O: 2.91 0.86 0.33
N: -1.50 -1.11 0.18
N: -1.43 1.10 -0.27
C: -0.68 -0.11 -0.09
C: 0.64 0.07 -0.05
C: 1.26 -1.11 -0.27
C: 1.56 1.21 -0.11
H: -0.90 1.88 -0.58
H: 0.62 -1.89 -0.78
H: -1.34 -2.02 0.86
H: 1.03 2.38 -0.21
H: -1.99 1.24 0.78
H: -2.65 -1.04 0.36